Record 1
This record from the OMol25 dataset describes C5H8S in the gas phase at a distorted geometry. The level of theory is ωB97M-V/def2-TZVPD.

The total energy is -593.343093 hartree. As for the energy above the lowest of the compared OMol25 structures with the same formula, charge and spin: 91.08 kcal per mole. The value obtained for the gap between HOMO and LUMO is 8.0 eV. The charge is 0. The value obtained for the LUMO energy is -0.701 eV.

The geometry in XYZ format:
```
14
C5H8S, DFT ωB97M-V/def2-TZVPD
S -2.410 -1.931 0.058
C -0.693 -1.974 -0.304
C 0.067 -0.883 -0.739
C 0.607 0.149 0.367
C -0.313 1.276 0.750
C 0.783 1.623 -0.104
H -0.080 -2.875 0.106
H -0.403 -0.143 -1.450
H 0.837 -1.523 -1.060
H 0.997 -0.471 1.350
H -0.296 1.676 1.730
H -1.350 1.234 0.452
H 1.543 2.301 0.263
H 0.710 1.544 -1.417
```

These are the Mulliken partial charges, in e, on atoms 1 to 2: S -0.21; C -0.41

Record 2
This record from the OMol25 dataset describes a molecular structure, C39H35InN5O5PS2. The level of theory is ωB97M-V/def2-TZVPD.

The total energy is -3485.106523 hartree. The value obtained for the gap between HOMO and LUMO is 7.4 eV. The charge is 0. The value obtained for the LUMO energy is -0.785 eV.

The geometry in XYZ format:
```
88
C39H35InN5O5PS2, DFT ωB97M-V/def2-TZVPD
In 0.838 -1.075 0.475
C 3.609 -3.295 -4.170
S 3.853 -1.675 -3.397
C 2.666 -1.783 -2.073
S 3.181 -1.196 -0.550
N 1.525 -2.310 -2.413
N 0.630 -2.399 -1.387
C -0.263 -3.293 -1.442
C -1.149 -3.482 -0.290
C -1.821 -4.687 -0.159
C -2.466 -4.973 1.031
C -2.424 -4.035 2.044
C -1.769 -2.838 1.811
N -1.158 -2.543 0.667
H 4.279 -3.331 -5.027
H 3.875 -4.079 -3.466
H 2.580 -3.403 -4.498
H -0.302 -3.991 -2.275
H -1.793 -5.401 -0.971
H -2.957 -5.926 1.176
H -2.874 -4.222 3.008
H -1.715 -2.095 2.594
O 2.043 2.409 2.807
C 1.714 1.320 2.369
O 1.167 1.056 1.242
C 1.927 0.082 3.228
C 2.432 0.118 4.514
C 2.520 -1.076 5.218
C 2.127 -2.264 4.615
C 1.670 -2.218 3.310
N 1.564 -1.062 2.661
C 1.293 -3.450 2.497
O 1.035 -4.484 3.101
O 1.285 -3.235 1.243
H 2.734 1.070 4.925
H 2.896 -1.083 6.233
H 2.174 -3.220 5.116
C -1.378 2.057 3.618
C -1.885 0.632 3.412
C -2.647 0.125 4.635
C -2.739 0.492 2.148
C -3.938 1.449 2.103
O -3.640 2.314 1.004
C -2.502 1.839 0.420
N -1.962 0.818 0.942
C -2.082 2.647 -0.748
C -2.940 3.707 -1.084
C -2.683 4.546 -2.146
C -1.545 4.345 -2.909
C -0.696 3.305 -2.590
C -0.930 2.438 -1.517
P 0.351 1.092 -1.400
C -0.027 0.390 -3.059
C -1.114 -0.485 -3.067
C -1.536 -1.092 -4.238
C -0.862 -0.842 -5.425
C 0.206 0.043 -5.435
C 0.613 0.665 -4.263
C 1.867 2.093 -1.555
C 1.973 3.250 -0.782
C 3.133 4.003 -0.800
C 4.210 3.609 -1.585
C 4.120 2.451 -2.340
C 2.957 1.693 -2.319
H -0.645 2.083 4.425
H -2.189 2.735 3.894
H -0.893 2.443 2.721
H -1.007 -0.002 3.263
H -3.424 0.833 4.933
H -1.974 0.004 5.485
H -3.128 -0.838 4.445
H -3.079 -0.537 2.055
H -4.031 2.064 2.997
H -4.889 0.952 1.915
H -3.823 3.866 -0.487
H -3.369 5.351 -2.377
H -1.316 4.991 -3.746
H 0.191 3.161 -3.191
H -1.639 -0.685 -2.137
H -2.384 -1.765 -4.223
H -1.169 -1.334 -6.339
H 0.727 0.255 -6.359
H 1.435 1.369 -4.301
H 1.157 3.546 -0.136
H 3.203 4.890 -0.184
H 5.120 4.195 -1.595
H 4.958 2.120 -2.941
H 2.917 0.785 -2.902
```

These are the Mulliken partial charges, in e, on atoms 1 to 2: In 1.65; C -0.85

Record 3
This record from the OMol25 dataset describes C7H14N2S in the gas phase at a distorted geometry. The level of theory is ωB97M-V/def2-TZVPD.

The total energy is -782.599063 hartree. As for the energy above the lowest of the compared OMol25 structures with the same formula, charge and spin: 145.69 kcal per mole. The value obtained for the gap between HOMO and LUMO (spin up / spin down) is 7.6 / 8.1 eV. The charge is 0. The value obtained for the LUMO energy (spin up / spin down) is 0.469 / 0.564 eV.

The geometry in XYZ format:
```
24
C7H14N2S, DFT ωB97M-V/def2-TZVPD
C -0.607 0.413 2.040
C -0.410 -0.226 0.961
C 2.135 0.141 2.627
C -0.653 1.117 -0.969
C -1.927 -1.076 -0.744
C 0.510 -1.051 -1.193
C -0.666 -0.356 -0.416
N 2.189 0.023 1.262
N 2.660 1.007 0.478
S 0.655 1.147 3.142
H -1.571 0.744 2.388
H 2.250 -0.840 3.032
H 3.047 0.776 2.935
H -1.216 1.740 -0.416
H 0.405 1.500 -1.130
H -0.967 1.038 -2.072
H -2.847 -0.812 -0.186
H -1.911 -2.177 -0.682
H -2.219 -0.820 -1.786
H 0.898 -1.903 -0.544
H 1.382 -0.386 -1.171
H 0.106 -1.383 -2.210
H 2.551 2.022 0.635
H 2.614 0.802 -0.515
```

These are the Mulliken partial charges, in e, on atoms 1 to 2: C -0.11; C -0.96

Record 4
This record from the OMol25 dataset describes a molecular structure, C12H24F7O12PV at a distorted geometry. The level of theory is ωB97M-V/def2-TZVPD.

As for the expectation value of S²: 3.80. The total energy is -3358.895848 hartree. As for the energy above the lowest of the compared OMol25 structures with the same formula, charge and spin: 262.92 kcal per mole. The value obtained for the gap between HOMO and LUMO (spin up / spin down) is 6.8 / 7.9 eV. The spin multiplicity is 4. The charge is 0. The value obtained for the LUMO energy (spin up / spin down) is -3.764 / -2.824 eV.

The geometry in XYZ format:
```
57
C12H24F7O12PV, DFT ωB97M-V/def2-TZVPD
V 0.280 0.242 -0.251
P -3.500 -1.625 1.336
F -4.545 -0.770 0.394
F -4.378 -2.996 1.059
F -2.541 -1.887 -0.013
F -2.390 -2.421 2.202
F -2.628 -0.321 1.567
F -4.438 -1.271 2.620
F 2.706 1.681 -0.669
C 1.150 -5.556 -0.240
O 2.444 -5.068 0.030
C 2.636 -3.757 0.489
O 1.807 -2.780 0.471
O 3.889 -3.598 0.945
C 4.223 -2.356 1.646
H 1.205 -6.357 -0.977
H 0.512 -4.811 -0.715
H 0.662 -5.940 0.656
H 5.168 -2.459 2.178
H 3.505 -2.111 2.429
H 4.397 -1.477 1.025
C 2.268 -0.590 -5.280
O 0.962 -1.003 -5.712
C 0.037 -1.313 -4.649
O 0.165 -0.957 -3.439
O -1.045 -1.846 -5.270
C -2.068 -2.279 -4.463
H 2.973 -0.407 -6.091
H 2.585 -1.383 -4.603
H 2.208 0.289 -4.639
H -2.863 -2.754 -5.038
H -2.564 -1.542 -3.832
H -1.777 -2.934 -3.642
C 2.892 2.732 4.128
O 1.740 2.169 4.813
C 1.199 0.980 4.425
O 1.137 0.571 3.233
O 0.918 0.296 5.550
C 0.542 -1.041 5.582
H 2.435 3.446 3.443
H 3.463 2.046 3.503
H 3.576 3.193 4.841
H -0.440 -1.142 5.119
H 0.586 -1.447 6.593
H 1.349 -1.560 5.065
C -3.927 4.426 -0.054
O -3.021 5.054 -0.850
C -1.848 4.507 -1.270
O -1.361 3.419 -0.951
O -1.153 5.348 -1.975
C -1.549 6.463 -2.685
H -3.945 3.336 -0.084
H -4.957 4.698 -0.284
H -3.653 4.627 0.982
H -1.215 6.307 -3.711
H -1.178 7.393 -2.254
H -2.637 6.535 -2.684
```

These are the Mulliken partial charges, in e, on atoms 1 to 2: V 1.83; P 1.19

Record 5
This record from the OMol25 dataset describes a molecular structure, C41H47Cl2CrN8O5P2S2 at a distorted geometry. The level of theory is ωB97M-V/def2-TZVPD.

As for the expectation value of S²: 3.81. The total energy is -5849.062904 hartree. As for the energy above the lowest of the compared OMol25 structures with the same formula, charge and spin: 0.00 kcal per mole. The value obtained for the gap between HOMO and LUMO (spin up / spin down) is 7.4 / 7.4 eV. The spin multiplicity is 4. The charge is 0. The value obtained for the LUMO energy (spin up / spin down) is -0.004 / -0.069 eV.

The geometry in XYZ format:
```
108
C41H47Cl2CrN8O5P2S2, DFT ωB97M-V/def2-TZVPD
Cr 0.126 -1.680 -0.368
S -0.715 -4.240 -0.648
C 0.295 -4.146 0.705
N 0.794 -2.982 1.060
C 1.634 -3.056 2.165
C 2.319 -2.009 2.776
C 3.127 -2.295 3.863
C 3.255 -3.595 4.354
C 2.572 -4.640 3.757
C 1.768 -4.359 2.662
S 0.813 -5.465 1.713
H 2.212 -1.002 2.399
H 3.667 -1.491 4.344
H 3.893 -3.788 5.206
H 2.667 -5.652 4.128
C -2.819 3.673 -3.695
N -2.025 3.112 -2.610
C -0.588 3.324 -2.793
P -2.464 1.690 -1.906
O -1.642 1.320 -0.751
O -2.432 0.589 -3.108
P -1.742 -0.861 -3.320
O -1.124 -1.482 -2.128
N -3.014 -1.750 -3.848
C -3.007 -3.196 -3.655
C -4.086 -1.253 -4.692
N -0.664 -0.674 -4.530
C 0.626 -0.042 -4.234
C -1.076 -0.563 -5.919
N -4.098 1.870 -1.661
C -4.973 0.707 -1.728
C -4.397 2.718 -0.503
H -2.693 4.757 -3.708
H -3.872 3.444 -3.549
H -2.498 3.280 -4.668
H -0.364 4.389 -2.710
H -0.271 2.984 -3.786
H -0.023 2.776 -2.044
H -2.190 -3.485 -2.999
H -2.895 -3.720 -4.610
H -3.949 -3.511 -3.198
H -4.022 -0.172 -4.802
H -5.056 -1.498 -4.250
H -4.049 -1.708 -5.687
H 0.795 0.031 -3.161
H 0.659 0.965 -4.663
H 1.431 -0.640 -4.663
H -1.894 -1.244 -6.139
H -0.232 -0.842 -6.551
H -1.377 0.458 -6.183
H -4.798 0.149 -2.642
H -6.008 1.054 -1.730
H -4.841 0.039 -0.872
H -3.696 3.550 -0.456
H -4.327 2.157 0.436
H -5.407 3.118 -0.605
N -2.682 0.543 5.103
C -2.667 -0.014 4.099
C -2.731 -0.720 2.849
C -3.925 -1.321 2.466
C -3.978 -1.957 1.244
C -2.842 -1.972 0.453
N -1.687 -1.425 0.833
C -1.624 -0.802 2.008
H -4.786 -1.278 3.119
H -4.882 -2.439 0.899
H -2.838 -2.440 -0.522
H -0.677 -0.344 2.267
C 4.047 -2.729 -3.059
C 2.777 -3.019 -3.537
C 1.657 -2.743 -2.761
C 1.767 -2.173 -1.491
C 3.057 -1.909 -1.025
C 4.184 -2.177 -1.792
H 4.922 -2.938 -3.662
H 2.656 -3.470 -4.516
H 0.678 -2.989 -3.158
H 3.197 -1.496 -0.030
H 5.171 -1.958 -1.399
Cl 1.405 0.724 5.248
C 2.978 1.358 5.583
C 3.460 1.214 6.874
C 4.754 1.594 7.185
C 5.568 2.117 6.194
C 5.064 2.286 4.919
Cl 6.111 2.949 3.696
C 3.753 1.935 4.565
N 3.325 2.080 3.252
C 2.138 2.744 2.851
C 1.465 3.599 3.720
C 0.320 4.259 3.313
C -0.150 4.097 2.017
C 0.542 3.276 1.143
C 1.684 2.585 1.539
C 2.400 1.712 0.533
C 1.455 0.750 -0.171
O 1.192 0.890 -1.357
O 0.971 -0.196 0.573
H 2.815 0.770 7.619
H 5.131 1.470 8.190
H 6.588 2.408 6.402
H 4.090 2.194 2.607
H 1.844 3.742 4.723
H -0.196 4.909 4.007
H -1.045 4.609 1.688
H 0.184 3.138 0.130
H 3.178 1.120 1.016
H 2.859 2.325 -0.243
```

These are the Mulliken partial charges, in e, on atoms 1 to 2: Cr 0.75; S -0.56

Record 6
This record from the OMol25 dataset describes 2 unconnected molecules or ions with the total composition C3H3N3O at a distorted geometry. The level of theory is ωB97M-V/def2-TZVPD.

The total energy is -355.589713 hartree. As for the energy above the lowest of the compared OMol25 structures with the same formula, charge and spin: 31.48 kcal per mole. The value obtained for the gap between HOMO and LUMO is 10.2 eV. The charge is 0. The value obtained for the LUMO energy is 0.689 eV.

The geometry in XYZ format:
```
10
C3H3N3O, DFT ωB97M-V/def2-TZVPD
N -0.616 0.099 2.399
C -0.105 0.260 1.300
C 0.544 0.415 0.169
C 0.806 -0.719 -0.786
O 1.581 -1.613 -0.564
H -1.609 0.295 2.497
H 0.948 1.399 -0.057
H 0.238 -0.696 -1.738
N -1.352 1.429 -1.652
N -1.349 0.659 -2.441
```

These are the Mulliken partial charges, in e, on atoms 1 to 2: N -0.50; C 0.61

Record 7
This record from the OMol25 dataset describes a molecular structure, C28H30N4S2SbV. The level of theory is ωB97M-V/def2-TZVPD.

As for the expectation value of S²: 3.77. The total energy is -3284.541436 hartree. As for the energy above the lowest of the compared OMol25 structures with the same formula, charge and spin: 0.00 kcal per mole. The value obtained for the gap between HOMO and LUMO (spin up / spin down) is 6.7 / 6.7 eV. The spin multiplicity is 4. The charge is +1. The value obtained for the LUMO energy (spin up / spin down) is -3.263 / -3.574 eV.

The geometry in XYZ format:
```
66
C28H30N4S2SbV, DFT ωB97M-V/def2-TZVPD
V -0.380 1.241 -0.357
C 2.374 3.302 -3.198
C 3.558 3.283 -2.481
C 3.529 2.941 -1.141
C 2.312 2.615 -0.565
N 1.164 2.619 -1.261
C 1.199 2.960 -2.552
C 2.132 2.315 0.876
C 3.058 2.562 1.876
C 2.648 2.445 3.196
C 1.317 2.184 3.489
C 0.448 1.948 2.437
N 0.895 1.906 1.177
C -1.032 1.895 2.527
C -1.729 1.878 3.723
C -3.113 1.946 3.693
C -3.758 2.045 2.471
C -2.992 2.048 1.318
N -1.660 1.966 1.335
H 2.354 3.571 -4.245
H 4.495 3.533 -2.960
H 4.440 2.914 -0.560
H 0.252 2.933 -3.076
H 4.063 2.880 1.641
H 3.350 2.627 3.998
H 0.974 2.206 4.513
H -1.206 1.811 4.666
H -3.678 1.932 4.615
H -4.834 2.117 2.404
H -3.454 2.109 0.341
S -1.635 0.795 -2.556
C -0.123 0.026 -2.765
N 0.714 -0.053 -1.757
C 1.929 -0.615 -2.111
C 3.011 -0.824 -1.262
C 4.158 -1.401 -1.776
C 4.231 -1.773 -3.120
C 3.157 -1.576 -3.972
C 2.008 -0.992 -3.457
S 0.508 -0.602 -4.265
H 2.932 -0.545 -0.217
H 5.008 -1.576 -1.130
H 5.135 -2.226 -3.503
H 3.213 -1.871 -5.012
C -2.715 -3.023 2.718
C -1.519 -2.140 2.364
Sb -1.551 -1.269 0.383
C -3.647 -1.370 -0.121
C -3.921 -2.132 -1.416
C -0.757 -2.902 -0.767
C -1.147 -4.297 -0.290
H -2.566 -3.500 3.689
H -2.865 -3.812 1.983
H -3.636 -2.444 2.780
H -0.585 -2.702 2.418
H -1.426 -1.311 3.068
H -3.969 -0.333 -0.222
H -4.185 -1.806 0.719
H -3.386 -1.688 -2.256
H -4.986 -2.107 -1.650
H -3.628 -3.179 -1.338
H 0.326 -2.768 -0.749
H -1.082 -2.724 -1.794
H -0.833 -4.475 0.739
H -0.672 -5.058 -0.912
H -2.224 -4.458 -0.343
```

These are the Mulliken partial charges, in e, on atoms 1 to 2: V 0.19; C -0.87

Record 8
This record from the OMol25 dataset describes a molecular structure, C42H29Cl4KN3O2P2. The level of theory is ωB97M-V/def2-TZVPD.

The total energy is -5056.238548 hartree. As for the energy above the lowest of the compared OMol25 structures with the same formula, charge and spin: 5.87 kcal per mole. The value obtained for the gap between HOMO and LUMO is 4.6 eV. The charge is -1. The value obtained for the LUMO energy is 1.613 eV.

The geometry in XYZ format:
```
83
C42H29Cl4KN3O2P2, DFT ωB97M-V/def2-TZVPD
K 0.404 0.516 -0.246
C 4.227 1.461 2.975
C 3.005 1.384 2.283
N 2.894 0.968 1.046
C 4.009 0.593 0.381
C 5.272 0.626 0.987
C 5.362 1.071 2.321
C 6.448 0.246 0.248
C 6.362 -0.108 -1.048
C 5.089 -0.131 -1.721
C 4.984 -0.459 -3.085
C 3.754 -0.468 -3.684
C 2.627 -0.171 -2.897
N 2.709 0.143 -1.624
C 3.913 0.182 -1.024
H 4.239 1.814 3.997
H 2.081 1.667 2.776
H 6.330 1.107 2.806
H 7.401 0.270 0.763
H 7.239 -0.380 -1.621
H 5.880 -0.696 -3.646
H 3.627 -0.706 -4.730
H 1.633 -0.182 -3.332
N -2.229 -0.277 1.564
P -1.648 1.288 2.075
C -2.623 1.621 3.584
C -1.937 1.753 4.785
C -2.618 2.007 5.970
C -3.995 2.146 5.953
C -4.690 2.044 4.752
C -4.008 1.785 3.579
C -2.547 2.351 0.893
C -3.447 1.867 -0.052
C -3.999 2.724 -0.993
C -3.667 4.068 -0.994
C -2.786 4.559 -0.043
C -2.223 3.703 0.889
P -1.729 -1.803 2.112
C -2.577 -2.012 3.718
C -2.073 -2.887 4.679
C -2.781 -3.155 5.839
C -4.015 -2.558 6.060
C -4.537 -1.707 5.100
C -3.829 -1.447 3.937
C 0.013 -1.624 2.716
C 0.997 -2.144 1.880
C 2.335 -2.148 2.263
C 2.696 -1.634 3.495
C 1.727 -1.087 4.331
C 0.397 -1.078 3.941
H -2.186 -0.360 0.523
H -0.858 1.651 4.788
H -2.070 2.096 6.899
H -4.533 2.343 6.872
H -5.766 2.168 4.736
H -4.544 1.714 2.639
H -3.696 0.816 -0.094
H -4.658 2.320 -1.751
H -4.071 4.727 -1.751
H -2.504 5.604 -0.043
H -1.501 4.096 1.598
H -1.110 -3.365 4.535
H -2.363 -3.832 6.573
H -4.565 -2.763 6.970
H -5.502 -1.236 5.249
H -4.245 -0.796 3.181
H 0.705 -2.567 0.924
H 3.082 -2.564 1.599
H 3.734 -1.644 3.808
H 2.012 -0.676 5.292
H -0.355 -0.674 4.609
Cl -3.372 -1.825 -5.636
C -2.669 -0.735 -4.478
C -2.452 0.583 -4.789
Cl -2.894 1.200 -6.356
C -1.865 1.433 -3.840
Cl -1.587 3.111 -4.237
C -1.467 1.021 -2.557
O -0.923 1.816 -1.719
C -1.734 -0.394 -2.216
O -1.426 -0.876 -1.044
C -2.308 -1.200 -3.199
Cl -2.597 -2.871 -2.784
```

These are the Mulliken partial charges, in e, on atoms 1 to 2: K 1.09; C -0.91